[1]
{
  "formula": "C5H10O2",
  "method": "ωB97M-V/def2-TZVPD",
  "symbols": ["C", "C", "C", "O", "C", "C", "H", "H", "H", "H", "H", "H", "H", "H", "H", "H", "O"],
  "xyz": [[1.334, 1.390, -1.788], [-0.033, -2.233, 1.372], [-0.251, -1.212, 0.554], [-1.537, -0.896, 0.115], [0.684, -0.264, -0.117], [0.636, 0.114, -1.397], [1.002, 1.743, -2.761], [1.224, 2.158, -1.033], [2.392, 1.135, -1.902], [-0.851, -2.846, 1.721], [0.944, -2.400, 1.803], [-2.214, -1.172, 0.735], [1.235, 0.358, 0.586], [0.104, -0.456, -2.150], [-1.652, 0.785, 1.061], [-1.597, 2.344, 1.449], [-1.421, 1.451, 1.751]],
  "multiplicity": 1,
  "max_force_ev_per_a": 1.2,
  "gap_ev": 9.68,
  "e_tot_ha": -346.93294,
  "homo_ev": -8.89
}



[2]
{
  "formula": "C7H11N3O2S2",
  "method": "ωB97M-V/def2-TZVPD",
  "symbols": ["C", "C", "C", "C", "C", "C", "C", "N", "N", "N", "O", "O", "S", "S", "H", "H", "H", "H", "H", "H", "H", "H", "H", "H", "H"],
  "xyz": [[-0.094, 0.833, -0.605], [-0.472, -0.183, 1.607], [-1.997, 1.961, -1.488], [-1.315, -0.601, 2.301], [1.437, 1.187, 1.505], [-0.917, -1.965, -1.356], [1.347, -0.775, 0.042], [-1.329, 1.227, -0.746], [-2.926, 2.438, -1.998], [0.491, 0.220, 0.772], [2.182, 2.737, -1.709], [0.025, 3.299, -2.410], [1.427, 3.539, -2.641], [0.490, -0.758, -1.565], [0.691, 1.533, -0.885], [-2.359, -0.791, 2.735], [0.795, 1.926, 2.091], [2.090, 0.612, 2.209], [2.160, 1.630, 0.870], [-0.405, -2.701, -0.738], [-1.122, -2.189, -2.341], [-1.733, -1.595, -0.807], [2.405, -0.518, -0.113], [1.451, -1.829, 0.507], [-3.269, 3.255, -2.587]],
  "multiplicity": 1,
  "max_force_ev_per_a": 5.3,
  "total_charge": 2,
  "gap_ev": 9.48,
  "e_tot_ha": -1383.60403,
  "homo_ev": -17.43
}



[3]
{
  "formula": "C2H6N2O2",
  "method": "ωB97M-V/def2-TZVPD",
  "symbols": ["C", "N", "O", "H", "H", "H", "C", "N", "O", "H", "H", "H"],
  "xyz": [[-0.468, 2.264, -0.783], [-1.243, 3.022, 0.081], [-0.914, 1.884, -1.834], [0.464, 1.874, -0.333], [-0.781, 3.721, 0.648], [-1.989, 3.433, -0.468], [1.436, -2.793, 0.503], [0.145, -2.404, 0.639], [1.833, -3.876, 0.956], [2.064, -1.991, 0.074], [-0.160, -1.849, -0.168], [-0.386, -3.285, 0.685]],
  "multiplicity": 2,
  "max_force_ev_per_a": 2.8,
  "total_charge": 1,
  "gap_ev": [6.97, 2.46],
  "e_tot_ha": -339.42344,
  "homo_ev": [-12.94, -12.93]
}



[4]
{
  "formula": "C16H33Br4FN2O2S3",
  "method": "ωB97M-V/def2-TZVPD",
  "symbols": ["C", "C", "C", "C", "N", "C", "C", "C", "C", "N", "S", "O", "O", "F", "C", "S", "S", "C", "C", "C", "H", "H", "H", "H", "H", "H", "H", "H", "H", "H", "H", "H", "H", "H", "H", "H", "H", "H", "H", "H", "H", "H", "H", "H", "H", "Br", "C", "C", "Br", "H", "H", "H", "H", "Br", "C", "C", "Br", "H", "H", "H", "H"],
  "xyz": [[-0.540, -2.992, 1.464], [-0.021, -3.708, 0.204], [0.923, -2.887, -0.686], [0.535, -1.441, -1.008], [0.077, -1.253, -2.402], [0.177, 0.166, -2.827], [-0.944, 1.113, -2.350], [-0.421, 2.545, -2.072], [-0.208, 2.843, -0.592], [0.540, 1.745, 0.080], [1.433, 2.158, 1.375], [1.395, 1.079, 2.303], [1.156, 3.470, 1.849], [2.851, 2.207, 0.740], [-1.201, -1.751, -2.692], [-1.634, -2.038, -4.245], [-2.349, -2.049, -1.373], [-3.964, -1.588, -2.075], [-4.534, -0.377, -1.351], [-4.791, -0.597, 0.147], [-0.306, -3.559, 2.362], [-0.126, -1.993, 1.586], [-1.621, -2.869, 1.428], [0.533, -4.585, 0.540], [-0.843, -4.101, -0.390], [1.929, -2.927, -0.272], [0.988, -3.393, -1.652], [-0.183, -1.016, -0.302], [1.433, -0.839, -0.921], [0.182, 0.174, -3.913], [1.124, 0.558, -2.465], [-1.675, 1.200, -3.149], [-1.414, 0.750, -1.439], [0.469, 2.773, -2.658], [-1.208, 3.227, -2.399], [0.319, 3.783, -0.474], [-1.188, 2.931, -0.125], [-0.113, 1.057, 0.438], [-3.833, -1.415, -3.138], [-4.631, -2.440, -1.955], [-3.905, 0.494, -1.521], [-5.493, -0.142, -1.819], [-5.808, -0.944, 0.310], [-4.687, 0.350, 0.674], [-4.098, -1.302, 0.600], [-0.423, -0.926, 4.632], [-0.515, 0.960, 5.095], [0.143, 1.246, 6.417], [-0.963, 0.683, 7.917], [-1.565, 1.235, 5.085], [0.009, 1.476, 4.294], [0.283, 2.316, 6.546], [1.095, 0.739, 6.524], [4.415, -0.394, -1.275], [5.251, 1.339, -0.992], [6.592, 1.427, -1.671], [7.958, 0.444, -0.698], [5.317, 1.484, 0.080], [4.563, 2.067, -1.416], [6.937, 2.459, -1.695], [6.575, 1.026, -2.678]],
  "multiplicity": 1,
  "max_force_ev_per_a": 1.4,
  "gap_ev": 8.40,
  "e_tot_ha": -12479.88874,
  "homo_ev": -8.49
}